ORCA calculation (ωB97M-V/def2-TZVPD) on a structure of composition C33H66O11 at a distorted geometry.

```
110
Properties=species:S:1:pos:R:3:mulliken_charge:R:1
C -19.819 -26.888 -10.905 -1.9817
C -19.070 -31.455 -14.764 -1.6446
H -21.669 -25.461 -13.380 1.0435
H -18.080 -31.596 -14.333 0.4393
H -25.093 -25.086 -13.808 0.5460
H -19.011 -28.971 -19.555 0.5476
H -21.583 -22.753 -16.436 1.6236
H -21.599 -21.053 -19.366 0.3075
C -22.665 -29.628 -13.245 -0.5075
C -16.707 -27.541 -16.834 -0.8348
H -19.719 -25.878 -10.507 0.4315
H -16.419 -23.772 -13.640 0.4895
H -21.123 -28.490 -16.190 0.9446
H -25.051 -26.900 -14.217 0.4561
H -18.986 -31.488 -15.850 0.3316
H -18.976 -24.910 -16.058 0.6920
H -21.942 -28.787 -19.171 0.3772
H -22.097 -24.498 -16.101 1.2020
O -17.059 -27.973 -14.452 -0.4384
H -20.170 -20.162 -19.189 0.3731
H -21.655 -24.759 -14.922 -3.0080
C -20.301 -29.858 -17.960 1.2235
H -22.929 -30.101 -12.299 0.5661
H -17.676 -27.054 -16.726 -0.0969
C -19.704 -30.163 -14.295 -0.7071
H -16.175 -26.777 -17.401 0.5435
H -22.423 -23.102 -15.019 -0.1619
H -14.617 -29.377 -15.206 0.3575
H -19.692 -20.486 -13.588 0.2911
C -18.567 -26.419 -13.925 -0.6604
C -23.103 -30.315 -14.522 0.1952
C -19.975 -23.516 -14.027 0.5999
C -14.817 -28.305 -15.201 -1.6029
H -18.344 -28.908 -17.874 -0.3917
H -19.138 -23.824 -13.400 -0.7874
H -20.488 -20.864 -11.988 0.3928
C -24.786 -23.105 -15.631 -0.9003
H -21.827 -29.540 -16.068 -0.2373
C -19.985 -21.254 -12.873 -1.4643
C -21.746 -29.587 -18.457 -1.3483
H -23.142 -28.653 -13.147 -0.3018
H -20.043 -21.541 -20.290 0.3247
H -20.788 -24.704 -16.345 0.2236
H -21.578 -29.676 -13.305 0.4281
H -20.399 -24.062 -18.968 0.5576
H -25.696 -23.141 -16.230 0.5266
H -21.304 -27.467 -14.831 -0.0976
C -20.599 -23.489 -18.062 -0.3854
O -23.876 -22.962 -17.864 -0.6798
C -20.516 -21.178 -19.378 -1.2936
H -22.732 -24.067 -13.652 1.9238
H -19.642 -26.593 -13.893 -0.3121
H -18.870 -27.387 -10.707 0.3768
H -18.795 -28.421 -13.319 0.8812
H -24.948 -22.191 -15.060 0.3276
O -20.634 -26.048 -12.992 0.1703
O -19.068 -27.257 -16.629 -0.1856
C -18.120 -25.050 -13.484 -0.0801
H -22.098 -27.058 -16.487 0.2434
C -20.018 -22.045 -18.185 0.9474
C -20.044 -26.677 -16.195 1.8623
H -19.596 -23.347 -15.035 0.4496
H -18.365 -26.728 -14.951 0.5825
H -20.228 -25.143 -14.813 -1.3370
H -20.647 -27.357 -10.373 0.4501
C -19.235 -28.834 -18.497 -0.6782
C -23.710 -23.155 -16.660 -0.5502
H -19.493 -27.791 -18.313 0.2401
C -19.987 -25.270 -15.869 -1.4853
C -22.097 -30.487 -15.601 -0.1859
O -21.960 -22.126 -13.816 -0.6460
H -20.708 -24.317 -13.937 0.2947
H -16.633 -28.491 -17.364 0.3436
H -19.931 -29.241 -12.238 0.4772
C -24.606 -26.055 -13.693 -2.0583
H -16.200 -25.399 -14.111 0.3192
O -18.627 -24.599 -12.450 -0.6300
H -19.699 -32.323 -14.565 0.3700
C -19.818 -28.418 -12.943 -0.9505
H -19.157 -21.760 -12.376 0.3634
O -24.242 -30.733 -14.609 -0.6590
H -21.651 -23.309 -17.843 0.2690
C -20.137 -27.022 -12.323 0.9513
C -21.250 -27.442 -15.919 0.2330
H -24.260 -26.190 -12.668 0.3950
C -16.317 -27.961 -15.456 0.8326
C -20.750 -22.329 -13.599 0.5003
O -20.040 -30.733 -17.164 -0.4858
H -20.587 -28.480 -13.713 -0.2386
H -19.518 -29.122 -16.047 -0.7587
H -22.571 -31.104 -16.364 0.6236
H -19.953 -28.058 -14.702 -3.2800
H -21.187 -31.057 -15.414 0.2750
C -22.333 -24.978 -14.097 -0.2467
H -14.237 -27.821 -15.986 0.4407
C -22.341 -23.437 -16.053 -0.6788
C -16.910 -24.576 -14.189 -1.4797
H -22.236 -30.483 -18.838 0.4466
H -17.144 -24.298 -15.217 0.2088
H -14.503 -27.875 -14.249 0.3552
H -24.833 -24.046 -15.083 -0.2087
H -18.316 -28.486 -14.941 0.0564
H -20.239 -24.053 -17.201 -0.3849
H -18.132 -27.174 -13.271 2.0434
H -22.419 -29.318 -17.643 0.4915
O -20.506 -30.255 -13.358 -0.4224
C -23.327 -26.055 -14.410 0.3269
O -19.220 -21.593 -17.379 -0.5683
O -23.085 -26.755 -15.384 -0.5133
C -19.323 -28.897 -14.998 3.4483
```

HOMO: -0.30940 Eh
LUMO: 0.1868 eV
energy relative to the best compared isomer or geometry (same formula, charge and spin): 33.4998 eV
calculated total energy: -57780.0594 eV

---

ORCA calculation (ωB97M-V/def2-TZVPD) on an isolated molecule of C8H12O at a distorted geometry.

```
21
Properties=species:S:1:pos:R:3:mulliken_charge:R:1
C -0.750 -0.289 -0.049 0.7929
O 1.328 -0.589 1.468 -0.5512
H -1.251 -2.062 1.007 0.2242
C -0.587 1.353 -0.038 -0.6174
H -1.843 -0.774 1.865 0.2167
H 2.156 -0.238 2.067 0.3336
C -1.538 -1.030 0.904 -0.9837
H -1.390 2.062 0.730 0.2202
H 0.916 2.000 1.147 0.3328
H -2.906 0.270 -0.351 0.2184
H 2.684 -0.734 -1.799 0.2296
H 2.417 -1.881 -0.292 0.3159
C 1.480 -0.014 0.092 0.8833
C -2.164 -0.606 -0.473 -0.7135
H -2.372 -1.262 -1.268 0.3223
H -0.904 1.764 -1.225 0.2349
C 0.868 1.431 0.199 -1.0069
H 1.068 2.196 -0.469 0.3021
C 0.520 -0.603 -0.841 -0.3221
H 0.269 0.093 -1.774 0.1382
C 1.999 -1.089 -0.902 -0.5704
```

HOMO: -0.32009 Eh
LUMO: 0.8113 eV
energy relative to the best compared isomer or geometry (same formula, charge and spin): 7.5491 eV
calculated total energy: -10530.4128 eV
SMILES string: O[C@]12CCC3(CC3)[C@@H]1C2

---

Among the records above, which one has the lowest energy relative to the best compared isomer or geometry (same formula, charge and spin)? C8H12O

---

Look up the HOMO of the second one. -0.32009 Eh